Density functional theory data (the ωB97M-V functional and the def2-TZVPD basis) for a structure of composition C27H41N2OSn at a distorted geometry.

XYZ file:
```
72
Properties=species:S:1:pos:R:3
C 1.381 -3.367 -0.555
C 2.294 -2.593 -1.341
C 1.804 -2.538 -2.681
C 0.548 -3.229 -2.708
C 0.301 -3.756 -1.397
Sn -0.715 -0.736 0.278
C -2.452 2.280 -0.859
C -2.582 1.986 0.651
H -2.780 2.873 1.232
C -2.614 0.686 1.051
H -3.244 -0.009 0.412
H -2.631 0.491 2.120
C -3.184 3.527 -1.156
H -2.841 4.386 -0.607
H -3.184 3.822 -2.238
H -4.292 3.344 -0.868
C -3.057 1.207 -1.882
H -2.661 0.187 -1.734
H -4.169 1.257 -1.754
H -2.736 1.512 -2.903
C 3.507 -1.938 -0.827
H 3.268 -1.260 0.012
H 4.232 -2.678 -0.449
H 3.997 -1.347 -1.612
C 2.451 -1.839 -3.806
H 2.289 -0.753 -3.756
H 3.539 -2.008 -3.793
H 2.061 -2.197 -4.769
C -0.340 -3.370 -3.876
H -0.225 -2.515 -4.573
H -0.124 -4.300 -4.443
H -1.403 -3.415 -3.562
C -0.881 -4.546 -1.008
H -1.773 -4.247 -1.570
H -0.725 -5.619 -1.198
H -1.092 -4.438 0.058
C 1.545 -3.660 0.867
H 0.778 -4.351 1.213
H 2.521 -4.122 1.050
H 1.498 -2.760 1.492
C -0.414 1.019 -1.168
C -1.115 2.294 -1.263
C 0.341 0.635 -2.370
C -0.632 3.278 -2.126
H -0.023 1.633 -0.395
C 0.519 1.543 -3.443
H 0.576 -0.397 -2.685
C 0.167 2.946 -3.164
H -1.099 4.311 -2.083
H 0.919 1.326 -4.465
H 0.460 3.708 -3.960
C -0.510 -1.115 3.684
N 0.052 0.219 3.862
C -0.375 0.975 5.038
C 0.721 1.946 5.403
C 1.067 2.837 4.249
N 1.238 2.046 3.034
C 1.872 2.708 1.907
C 0.660 0.853 2.842
O 0.695 0.298 1.663
H 0.261 -1.811 3.292
H -1.376 -1.108 2.994
H -0.849 -1.491 4.661
H -1.321 1.525 4.821
H -0.583 0.258 5.848
H 1.604 1.390 5.734
H 0.386 2.566 6.232
H 2.015 3.354 4.412
H 0.296 3.590 4.079
H 1.165 3.358 1.359
H 2.667 3.357 2.287
H 2.310 1.984 1.212
```

Its charge is +1. For the largest force on an atom, the calculation gives 3.90 eV/Å. The calculation puts the total energy at -39511.5610 eV. The gap between HOMO and LUMO (alpha / beta) comes out at 6.01 / 4.83 eV. The LUMO energy (alpha / beta) is -3.5 / -3.5 eV.